Entry 1
Density functional theory data (the ωB97M-V functional and the def2-TZVPD basis) for a 3-piece molecular cluster, C3H14NO2 overall.

lowest unoccupied orbital energy	-3.2	eV
HOMO energy	-14.65	eV
gap between HOMO and LUMO	11.42	eV

Geometry as ORCA input:
```
! RIJCOSX wB97M-V def2-TZVPD def2/J DEFGRID3
* xyz 1 1
C -0.81 1.97 0.39
C -0.49 0.86 -0.55
C 0.06 1.47 -1.80
N -1.57 -0.34 -0.93
H -1.06 1.82 1.42
H -1.45 2.64 -0.17
H 0.13 2.39 0.65
H 0.17 0.17 -0.05
H -0.79 1.88 -2.41
H 0.63 2.33 -1.33
H 0.74 0.95 -2.48
H -1.22 -0.73 -1.78
H -2.55 0.06 -1.16
H -1.62 -1.01 -0.06
H 3.00 -1.82 2.28
H 3.08 -2.62 3.51
O 2.59 -2.58 2.64
H 0.23 -2.47 1.41
H 0.86 -2.66 -0.01
O 0.04 -2.32 0.41
*
```

Entry 2
Density functional theory data (the ωB97M-V functional and the def2-TZVPD basis) for a 3-piece molecular cluster, C3H14NO2 overall.

lowest unoccupied orbital energy	-3.0	eV
HOMO energy	-14.65	eV
gap between HOMO and LUMO	11.66	eV

Geometry as ORCA input:
```
! RIJCOSX wB97M-V def2-TZVPD def2/J DEFGRID3
* xyz 1 1
C 0.90 -1.83 -0.79
C 1.52 -0.80 0.14
N 0.71 0.51 0.22
C -0.73 0.37 0.57
H 0.02 -2.17 -0.39
H 0.55 -1.21 -1.68
H 1.37 -2.77 -1.24
H 1.64 -1.14 1.09
H 2.53 -0.60 -0.27
H 0.80 0.80 -0.75
H 1.03 1.17 0.95
H -1.13 -0.55 1.09
H -1.35 0.56 -0.31
H -1.10 1.24 1.20
H 1.50 2.96 -2.28
H 1.36 1.68 -3.07
O 1.21 2.03 -2.20
H -4.07 -0.18 3.15
H -3.55 -0.16 1.84
O -3.24 0.08 2.75
*
```

Which structure is the most stable? The one labeled entry 1.

Entry 1
Density functional theory data (the ωB97M-V functional and the def2-TZVPD basis) for one molecule with the formula C3H4F2Si.

lowest unoccupied orbital energy	0.6	eV
SMILES	C#C[Si](C)(F)F
HOMO energy	-10.27	eV
gap between HOMO and LUMO	10.90	eV

Geometry as ORCA input:
```
! RIJCOSX wB97M-V def2-TZVPD def2/J DEFGRID3
* xyz 0 1
C -0.27 2.64 0.68
C -0.42 1.57 0.21
C 0.96 -1.36 -0.05
F -1.35 -0.77 -1.75
F -1.98 -0.82 0.68
Si -0.78 -0.57 -0.29
H -0.12 3.66 0.66
H 1.67 -0.88 0.65
H 0.90 -2.42 0.20
H 1.39 -1.06 -0.99
*
```

Entry 2
Density functional theory data (the ωB97M-V functional and the def2-TZVPD basis) for a 2-piece molecular cluster, C3H4F2Si overall.

lowest unoccupied orbital energy	0.0	eV
SMILES	C=[Si](F)F.C#C
HOMO energy	-9.10	eV
gap between HOMO and LUMO	9.09	eV

Geometry as ORCA input:
```
! RIJCOSX wB97M-V def2-TZVPD def2/J DEFGRID3
* xyz 0 1
C 1.54 1.83 1.36
C 2.13 1.16 0.56
C -2.22 -1.36 -0.60
F -3.44 1.22 -1.23
F -2.34 1.42 0.78
Si -2.47 0.32 -0.33
H 0.94 2.19 2.13
H 2.69 0.92 -0.33
H -1.51 -1.84 -0.08
H -2.33 -1.66 -1.76
*
```

Which structure is the most stable? The one labeled entry 1.

Entry 1
Density functional theory data (the ωB97M-V functional and the def2-TZVPD basis) for one molecule with the formula C3H3NO3S.

lowest unoccupied orbital energy	-0.9	eV
SMILES	O=C/C(=N/O)OC=S
HOMO energy	-9.03	eV
gap between HOMO and LUMO	8.16	eV

Geometry as ORCA input:
```
! RIJCOSX wB97M-V def2-TZVPD def2/J DEFGRID3
* xyz 0 1
C -1.07 0.30 -0.13
C 1.03 -0.21 0.45
C -2.42 -0.48 -0.11
H 0.06 3.16 -0.37
H 0.84 0.29 1.36
H -3.40 0.16 -0.16
N -1.03 1.60 0.09
O 0.31 2.13 -0.01
O -0.02 -0.58 -0.31
O -2.29 -1.69 0.15
S 2.53 -0.71 -0.09
*
```

Entry 2
Density functional theory data (the ωB97M-V functional and the def2-TZVPD basis) for C3H3NO3S as an isolated structure.

lowest unoccupied orbital energy	-0.1	eV
HOMO energy	-9.73	eV
gap between HOMO and LUMO	9.64	eV

Geometry as ORCA input:
```
! RIJCOSX wB97M-V def2-TZVPD def2/J DEFGRID3
* xyz 0 1
C 1.00 0.96 0.96
C 0.77 0.55 -0.54
C -2.18 -2.08 0.12
H 0.02 -0.63 1.57
H -3.12 -1.94 -0.86
H -2.17 -2.76 1.09
N -0.98 -1.57 0.19
O 0.36 0.34 1.88
O 1.74 1.94 1.00
O 1.24 1.11 -1.38
S -0.76 -0.46 -1.15
*
```

Entry 3
Density functional theory data (the ωB97M-V functional and the def2-TZVPD basis) for one molecule with the formula C3H3NO3S.

lowest unoccupied orbital energy	0.1	eV
HOMO energy	-9.03	eV
gap between HOMO and LUMO	9.17	eV

Geometry as ORCA input:
```
! RIJCOSX wB97M-V def2-TZVPD def2/J DEFGRID3
* xyz 0 1
C -1.28 0.15 0.47
C 0.66 1.66 -0.19
C -0.62 1.36 0.18
N -0.85 -1.07 0.43
O 1.50 2.33 -0.63
O 1.51 -0.07 0.19
O 0.79 -2.15 -1.05
S 0.83 -1.45 0.41
H -2.40 0.15 0.69
H -1.23 2.17 0.48
H 1.09 -3.07 -0.98
*
```

Which structure is the most stable? The one labeled entry 3.

Entry 1
Density functional theory data (the ωB97M-V functional and the def2-TZVPD basis) for an isolated ion of composition C3H4NO and charge +1.

lowest unoccupied orbital energy	-5.5	eV
HOMO energy	-15.03	eV
gap between HOMO and LUMO	9.55	eV

Geometry as ORCA input:
```
! RIJCOSX wB97M-V def2-TZVPD def2/J DEFGRID3
* xyz 1 1
C -1.48 1.32 -0.20
C 1.39 -1.31 0.53
C -0.60 0.60 0.42
N 1.27 -1.42 -0.65
O 0.27 -0.10 0.88
H -2.54 1.09 -0.33
H -1.43 2.28 -0.48
H 2.02 -1.50 1.30
H 1.10 -0.95 -1.47
*
```

Entry 2
Density functional theory data (the ωB97M-V functional and the def2-TZVPD basis) for an isolated ion of composition C3H4NO and charge +1.

lowest unoccupied orbital energy	-7.6	eV
HOMO energy	-18.08	eV
gap between HOMO and LUMO	10.53	eV

Geometry as ORCA input:
```
! RIJCOSX wB97M-V def2-TZVPD def2/J DEFGRID3
* xyz 1 1
C 0.97 -1.20 0.72
C -0.12 0.77 -0.46
C -0.88 -0.24 0.14
N 2.09 -1.01 0.74
O -0.32 -1.19 0.78
H 0.80 0.89 -0.04
H 0.11 0.66 -1.59
H -0.76 1.62 -0.52
H -1.90 -0.29 0.22
*
```

Entry 3
Density functional theory data (the ωB97M-V functional and the def2-TZVPD basis) for an isolated ion of composition C3H4NO and charge +1.

lowest unoccupied orbital energy	-8.1	eV
HOMO energy	-17.12	eV
gap between HOMO and LUMO	8.98	eV

Geometry as ORCA input:
```
! RIJCOSX wB97M-V def2-TZVPD def2/J DEFGRID3
* xyz 1 1
C -2.80 0.07 1.24
C -0.61 0.49 -0.10
C 0.31 -0.72 0.37
N -1.72 -0.32 0.79
O -0.83 -1.29 0.94
H -0.78 0.51 -1.23
H -0.55 1.42 0.35
H 0.72 -1.30 -0.44
H 0.90 -0.30 1.10
*
```

Which structure is the most stable? The one labeled entry 2.

Entry 1
Density functional theory data (the ωB97M-V functional and the def2-TZVPD basis) for CH7N4 as an isolated structure.

lowest unoccupied orbital energy	-3.8	eV
HOMO energy	-14.99	eV
gap between HOMO and LUMO	11.18	eV

Geometry as ORCA input:
```
! RIJCOSX wB97M-V def2-TZVPD def2/J DEFGRID3
* xyz 1 1
C 1.03 -0.26 -1.17
N -0.11 -1.11 0.04
N -0.65 -0.28 0.73
N -1.49 -0.56 1.70
N 0.89 1.07 -0.91
H 1.95 -0.75 -0.85
H 0.59 -0.66 -2.07
H -1.75 -1.54 1.82
H -2.03 0.16 2.15
H -0.41 0.75 0.56
H 0.37 1.63 -1.56
H 1.64 1.55 -0.44
*
```

Entry 2
Density functional theory data (the ωB97M-V functional and the def2-TZVPD basis) for a 2-piece molecular cluster, CH7N4 overall.

lowest unoccupied orbital energy (spin up / spin down)	-5.7 / -5.1	eV
HOMO energy (spin up / spin down)	-13.26 / -13.06	eV
gap between HOMO and LUMO (spin up / spin down)	7.54 / 7.99	eV

Geometry as ORCA input:
```
! RIJCOSX wB97M-V def2-TZVPD def2/J DEFGRID3
* xyz 1 1
C 1.56 0.45 -0.33
N -0.30 -1.01 0.11
N 2.56 -0.17 0.17
N -2.16 0.59 0.25
N -1.48 -0.54 -0.40
H 1.35 1.47 -0.33
H 3.37 0.25 0.69
H 2.79 -1.18 0.18
H -2.60 0.25 1.09
H -1.43 1.27 0.37
H -1.51 -0.08 -1.41
H -2.13 -1.29 -0.41
*
```

Entry 3
Density functional theory data (the ωB97M-V functional and the def2-TZVPD basis) for a 2-piece molecular cluster, CH7N4 overall.

lowest unoccupied orbital energy	-5.5	eV
HOMO energy	-14.70	eV
gap between HOMO and LUMO	9.24	eV

Geometry as ORCA input:
```
! RIJCOSX wB97M-V def2-TZVPD def2/J DEFGRID3
* xyz 1 1
C -1.01 -0.67 -0.24
N -2.12 -0.27 0.17
N -0.20 1.41 0.10
N -0.05 0.36 -0.58
N 1.74 -0.45 -0.06
H -0.63 -1.59 -0.59
H -2.87 -0.90 0.27
H 0.22 2.33 -0.06
H -0.97 1.48 0.77
H 2.23 -0.78 -0.90
H 2.00 0.31 0.50
H 1.65 -1.22 0.63
*
```

Entry 4
Density functional theory data (the ωB97M-V functional and the def2-TZVPD basis) for a 2-piece molecular cluster, CH7N4 overall.

lowest unoccupied orbital energy	-5.2	eV
HOMO energy	-15.01	eV
gap between HOMO and LUMO	9.81	eV

Geometry as ORCA input:
```
! RIJCOSX wB97M-V def2-TZVPD def2/J DEFGRID3
* xyz 1 1
C -0.18 -0.93 -0.59
N -0.48 -0.29 0.49
N -0.39 -2.27 -0.77
N 0.85 1.53 1.17
N -0.29 1.06 0.53
H 0.03 -0.34 -1.44
H 0.15 -2.54 -1.50
H -0.65 -2.84 0.02
H 0.97 2.50 0.92
H 1.65 1.03 0.78
H -0.12 1.58 -0.89
H -1.08 1.69 0.81
*
```

Which structure is the most stable? The one labeled entry 1.

Entry 1
Density functional theory data (the ωB97M-V functional and the def2-TZVPD basis) for one molecule with the formula C2HCl3S2.

lowest unoccupied orbital energy (spin up / spin down)	-2.0 / -2.0	eV
SMILES	S=C(S)C(Cl)(Cl)Cl
HOMO energy (spin up / spin down)	-9.04 / -9.04	eV
gap between HOMO and LUMO (spin up / spin down)	7.05 / 7.05	eV

Geometry as ORCA input:
```
! RIJCOSX wB97M-V def2-TZVPD def2/J DEFGRID3
* xyz 0 1
C 0.47 -0.19 -0.13
C -0.82 0.35 -0.26
S 1.26 -1.49 -1.19
S 1.46 0.55 1.02
Cl -1.72 -0.31 1.21
Cl -1.65 -0.42 -1.70
Cl -1.11 2.11 -0.11
H 2.11 -0.60 1.17
*
```

Entry 2
Density functional theory data (the ωB97M-V functional and the def2-TZVPD basis) for a 2-piece molecular cluster, C2HCl3S2 overall.

lowest unoccupied orbital energy (spin up / spin down)	-1.8 / -2.4	eV
HOMO energy (spin up / spin down)	-9.91 / -8.11	eV
gap between HOMO and LUMO (spin up / spin down)	8.15 / 5.68	eV

Geometry as ORCA input:
```
! RIJCOSX wB97M-V def2-TZVPD def2/J DEFGRID3
* xyz 0 1
C 3.25 0.41 0.45
C 4.48 0.08 -0.06
S -0.73 -1.72 0.09
S 1.83 0.34 1.05
Cl 5.51 1.53 -0.29
Cl 4.41 -0.70 -1.71
Cl 5.35 -1.16 1.03
H 0.27 -2.55 0.07
*
```

Which structure is the most stable? The one labeled entry 1.